The following is a quantum chemistry calculation of a 2-piece molecular cluster, C5H7I overall in a non-equilibrium geometry, from OMol25.

Atoms and positions in Å:
I1 2.74690 -0.48277 -0.22243
C1 1.65105 1.16191 -0.56944
C2 1.41957 2.30690 0.31781
C3 -1.47040 -1.23339 -0.26248
C4 -2.10029 -2.48200 0.13312
C5 -1.12230 -0.09531 -0.39439
H1 -2.25783 -3.12493 -0.66182
H2 1.65248 1.46510 -1.60089
H3 2.25290 3.07335 0.27471
H4 0.54613 2.90096 0.18975
H5 1.27123 1.80322 1.35782
H6 -1.51542 -2.98375 0.85264
H7 -3.07402 -2.30930 0.58559

Spin multiplicity: 1
Orbital gap (alpha / beta), eV: 5.861 / 5.835
E_tot, eV: -13391.60662